Entry 1:
{"formula": "C2H3O3", "method": "wB97M-V/def2-TZVPD", "elements": ["C", "C", "O", "O", "O", "H", "H", "H"], "coordinates": [[3.827390, 0.128203, 0.093091], [0.146706, -0.202246, -0.262872], [3.678252, 1.189138, -0.321901], [4.114663, -0.894828, 0.535601], [0.946164, -0.769872, -1.121718], [0.661553, 0.442509, 0.532806], [-0.488638, -0.928035, 0.357031], [-0.625930, 0.508974, -0.715677]], "forces_ev_per_a": [[0.091, -0.072, -0.162], [-0.977, 0.587, 1.013], [-0.366, 1.025, -0.384], [0.031, -1.019, 0.440], [1.221, -0.621, -0.961], [-0.225, -0.084, -0.087], [0.104, 0.307, -0.081], [0.121, -0.123, 0.222]], "mulliken_charge": [0.739, -0.439, -0.373, -0.389, -0.814, 0.033, 0.123, 0.120], "orbital_gap_ev": 5.5549, "total_charge": -1, "homo_energy_ha": -0.0722, "total_energy_ha": -303.73413, "lumo_energy_ev": 3.59, "multiplicity": 1}

=====

Entry 2:
{"formula": "C2H3O3PS", "method": "wB97M-V/def2-TZVPD", "elements": ["C", "C", "O", "O", "O", "P", "S", "H", "H", "H"], "coordinates": [[1.452112, 1.034237, -0.094163], [0.360717, 0.328360, -0.819855], [4.347340, 0.284866, 0.193763], [2.876808, -1.130314, -1.330051], [2.356183, -1.024800, 1.192128], [3.042328, -0.413117, -0.025582], [1.211451, 2.419438, 0.748362], [0.469213, 0.650733, -1.829054], [-0.633472, 0.625192, -0.531524], [0.449175, -0.837960, -0.760254]], "forces_ev_per_a": [[1.427, -1.605, 0.286], [-0.247, -1.924, 0.716], [0.394, 0.325, 0.083], [-0.199, -0.369, -0.715], [0.213, -0.159, -0.308], [-1.136, 1.079, 1.092], [-0.160, 0.137, -0.197], [0.231, -0.082, -1.208], [-0.677, 0.308, 0.452], [0.154, 2.291, -0.201]], "mulliken_charge": [0.050, -0.998, -0.723, -0.723, -0.701, 0.689, -0.498, 0.249, 0.409, 0.246], "orbital_gap_ev": 5.2642, "smiles": "CC(=S)P(=O)([O-])[O-]", "total_charge": -2, "homo_energy_ha": 0.0210, "total_energy_ha": -1043.30429, "lumo_energy_ev": 5.83, "multiplicity": 1}

=====

Entry 3:
{"formula": "C2H3O5S", "method": "wB97M-V/def2-TZVPD", "elements": ["C", "C", "O", "O", "O", "O", "O", "S", "H", "H", "H"], "coordinates": [[-0.107466, 1.065266, 0.604901], [0.327225, -0.123234, 0.366678], [2.364592, -0.873184, 1.642663], [0.126744, -1.446455, 2.459273], [1.080146, -2.648000, 0.545306], [0.314607, -2.421545, -2.076025], [-0.740188, -1.579628, -2.159110], [1.059914, -1.436148, 1.341678], [-0.088917, 1.556551, 1.576495], [-0.543963, 1.659115, -0.188152], [0.529894, -2.515111, -1.105479]], "forces_ev_per_a": [[-0.364, 0.679, -0.432], [-0.129, -1.139, -0.201], [-0.196, -0.397, -0.134], [0.320, -0.327, -0.284], [-0.139, 0.004, -0.333], [0.320, -0.506, 0.297], [0.185, 0.769, 0.817], [-0.070, 1.024, 0.758], [0.231, -0.261, 0.128], [-0.118, 0.020, -0.199], [-0.041, 0.135, -0.415]], "mulliken_charge": [-0.483, -0.126, -0.617, -0.614, -0.736, -0.272, -0.380, 1.231, 0.294, 0.239, 0.463], "orbital_gap_ev": [5.0185, 4.4962], "total_charge": -1, "homo_energy_ha": [-0.1344, -0.1278], "total_energy_ha": -852.17136, "lumo_energy_ev": [1.36, 1.02], "multiplicity": 1}

=====

One value per record, in order, for ΔE to the lowest compared entry with this formula, charge and spin: 32.4, 19.2, 187.0 kcal/mol.